Arrangement one

Here is the molecule C4H4N2O2 from OMol25. Energies are from wB97M-V/def2-TZVPD.

Last column: Löwdin charge in e.
CARTESIAN COORDINATES (ANGSTROEM)
C -1.43177 0.31796 -0.68144  -0.296
C 0.30266 -0.56237 0.88376  -0.107
C 1.19703 0.38566 0.02685  -0.212
C -0.76207 -0.99258 -0.09015  -0.337
N 0.60765 1.52993 -0.61507  -0.009
N -0.55140 1.51433 -1.05391  0.107
O -2.59690 0.50795 -0.88447  0.141
O -0.87082 -2.08424 -0.60087  0.127
H 0.83046 -1.44001 1.46628  0.162
H -0.29944 0.08202 1.62297  0.145
H 1.92606 0.90950 0.74913  0.139
H 1.64853 -0.16816 -0.82308  0.140

Computed properties:
E_LUMO in eV: -0.878
HOMO in eV: -9.378

---

Arrangement two

Here is a structure of composition C4H4N2O2 from OMol25. Energies are from wB97M-V/def2-TZVPD.

Last column: Löwdin charge in e.
CARTESIAN COORDINATES (ANGSTROEM)
C 1.15094 0.36633 -0.89606  -0.616
C -0.69443 -0.48829 0.25993  -0.507
C -1.29057 0.01443 1.60513  -0.039
C -1.89433 0.47880 2.53327  0.045
H -0.64122 0.22198 -2.42483  0.310
H 1.21982 -0.69377 -3.04494  0.244
H 3.15042 -0.01462 -0.67826  0.096
H -2.01890 1.29738 3.62194  0.177
N 0.80730 0.11119 -2.15199  0.052
N 2.29080 0.53406 -0.13994  0.085
O 0.11786 0.53838 -0.00881  0.008
O -0.99618 -1.48279 -0.29669  0.145

Computed properties:
E_LUMO in eV: -0.596
HOMO in eV: -9.216

---

Which one sits at the top of the stability order? arrangement one does.

---

Arrangement one

Here is a cluster of 2 separate species, C6H16N2 in total from OMol25. Energies are from wB97M-V/def2-TZVPD.

Last column: Löwdin charge in e.
CARTESIAN COORDINATES (ANGSTROEM)
C -1.15051 2.34257 -1.51319  -0.108
C -1.40836 0.91815 -1.12078  -0.187
C -2.32014 0.09262 -1.61660  -0.178
C -2.43450 -1.33298 -1.15202  -0.113
H -1.92447 2.76430 -2.15710  0.068
H -1.07230 2.97383 -0.62736  0.067
H -0.20899 2.40774 -2.06429  0.070
H -0.75562 0.54930 -0.33413  0.070
H -3.01024 0.43002 -2.38308  0.098
H -1.85376 -1.52531 -0.25205  0.055
H -3.47667 -1.60425 -0.96512  0.066
H -2.09014 -2.03342 -1.91974  0.070
N 0.06639 -0.26517 2.03145  -0.010
C 1.16560 -0.93174 1.33750  -0.312
C 2.37044 -0.01292 1.19717  -0.311
N 3.32513 -0.60709 0.26344  -0.016
H 0.40516 0.33969 2.76929  0.063
H -0.54982 -0.94472 2.45258  0.064
H 0.84585 -1.23684 0.34001  0.098
H 1.50433 -1.83801 1.86077  0.107
H 2.01792 0.94918 0.81370  0.109
H 2.79521 0.18736 2.19056  0.106
H 4.19302 -0.07986 0.27584  0.064
H 3.56645 -1.54248 0.57311  0.062

Computed properties:
E_LUMO in eV: 1.050
HOMO in eV: -8.816

---

Arrangement two

Here is the molecule C6H16N2 from OMol25. Energies are from wB97M-V/def2-TZVPD.

Last column: Löwdin charge in e.
CARTESIAN COORDINATES (ANGSTROEM)
N -2.76718 -0.17754 0.88552  -0.017
C -1.74936 -1.17996 0.65633  -0.259
C -0.76235 -0.82817 -0.53806  -0.177
N 0.63537 -0.73478 -0.06977  -0.190
C 1.54340 -1.45261 -0.98794  -0.089
C 0.27303 1.41360 1.18498  -0.074
C 1.16759 0.59404 0.25597  -0.410
C 1.37653 1.45586 -1.00714  -0.071
H -3.68000 -0.42224 1.20621  0.054
H -2.52018 0.78532 0.89286  0.032
H -2.18904 -2.17520 0.75068  0.101
H -1.08890 -1.28068 1.54610  0.094
H -1.29904 -0.03774 -1.05306  0.105
H -0.75028 -1.70877 -1.18128  0.099
H 1.16298 -1.65419 -1.98698  0.080
H 2.45217 -0.84314 -1.04151  0.074
H 1.85056 -2.39871 -0.53856  0.079
H 0.73596 2.37807 1.41882  0.079
H 0.14186 1.10954 2.22902  0.083
H -0.70293 1.59454 0.75357  0.055
H 2.08831 0.45253 0.81719  0.133
H 0.59536 1.17136 -1.72881  0.079
H 2.35176 1.41329 -1.48454  0.067
H 1.13440 2.52557 -0.97962  0.073

Computed properties:
E_LUMO in eV: 1.143
HOMO in eV: -8.327

---

Arrangement three

Here is the molecule C6H16N2 from OMol25. Energies are from wB97M-V/def2-TZVPD.

Last column: Löwdin charge in e.
CARTESIAN COORDINATES (ANGSTROEM)
C -1.15446 -1.37549 0.75576  -0.257
N 0.26756 -1.43091 0.32076  -0.075
C 0.28220 -0.48059 -0.83653  -0.224
C 1.67310 -0.38201 -1.65205  -0.168
C 1.91640 1.10745 -1.85314  -0.365
N 2.70791 1.70401 -0.83392  -0.022
C -1.38052 -0.26060 1.81405  -0.301
C -2.79811 0.15523 1.74716  -0.155
H -1.86843 -1.08947 -0.09035  0.114
H -1.57258 -2.30702 1.09754  0.100
H 0.92063 -1.17179 1.08563  0.113
H 0.08406 0.56637 -0.40767  0.107
H -0.49561 -0.66245 -1.58868  0.107
H 2.47458 -0.93092 -1.20192  0.091
H 1.63321 -0.91404 -2.60595  0.097
H 2.52430 1.29379 -2.82844  0.123
H 0.93100 1.62868 -2.04120  0.110
H 2.67449 1.30117 0.04643  0.026
H 2.59985 2.75812 -0.71721  0.108
H -1.14192 -0.68541 2.80667  0.104
H -0.74272 0.73325 1.72142  0.139
H -2.99646 0.42906 0.74324  0.056
H -3.09385 0.79982 2.55622  0.065
H -3.44464 -0.78624 1.96216  0.110

Computed properties:
E_LUMO in eV: 1.062
HOMO in eV: -8.703

---

Which one sits at the top of the stability order? arrangement one does.

---

Arrangement one

Here is the molecule C6H16N2 from OMol25. Energies are from wB97M-V/def2-TZVPD.

Last column: Löwdin charge in e.
CARTESIAN COORDINATES (ANGSTROEM)
C 2.52443 0.42752 -0.10307  -0.233
C 3.25199 0.95486 1.14684  -0.114
C 1.04585 0.82335 -0.10529  -0.246
N 0.16787 -0.36189 -0.26104  -0.204
C 0.01603 -0.61205 -1.71604  -0.081
C -1.12238 -0.03115 0.41311  -0.207
C -2.27346 -1.00186 0.16939  -0.269
N -3.55770 -0.29243 0.37402  -0.016
H 3.01589 0.81839 -0.99148  0.099
H 2.55330 -0.66051 -0.07732  0.103
H 4.27096 0.59561 1.22466  0.063
H 2.65381 0.68238 2.01877  0.070
H 3.26352 2.04160 1.15486  0.067
H 0.75891 1.30920 0.82385  0.101
H 0.81441 1.58176 -0.86062  0.109
H -0.93541 -1.09080 -1.92193  0.051
H 0.02604 0.31924 -2.28646  0.086
H 0.72156 -1.39296 -1.96203  0.082
H -0.88611 -0.09861 1.46540  0.111
H -1.40442 0.99270 0.12337  0.120
H -2.21810 -1.89576 0.79528  0.109
H -2.23894 -1.34449 -0.86663  0.082
H -4.31922 -0.92442 0.15596  0.059
H -3.65351 -0.06564 1.35623  0.060

Computed properties:
E_LUMO in eV: 1.124
HOMO in eV: -8.617

---

Arrangement two

Here is the molecule C6H16N2 from OMol25. Energies are from wB97M-V/def2-TZVPD.

Last column: Löwdin charge in e.
CARTESIAN COORDINATES (ANGSTROEM)
C 1.41722 -2.26424 1.26649  -0.076
C 0.20086 -1.54972 0.51599  -0.227
N 0.30821 -0.12179 0.72191  -0.171
C -0.65968 0.42593 1.87699  -0.051
C 0.92492 0.24648 -1.61712  -0.086
C 0.16884 0.80553 -0.39372  -0.431
C -1.27368 1.25165 -0.65030  -0.268
N -1.53851 2.01758 -1.90307  -0.057
H 2.36615 -1.76800 1.55152  0.074
H 1.70026 -3.12389 0.66586  0.051
H 1.07829 -2.66389 2.19882  0.040
H 0.29601 -1.78362 -0.55583  0.100
H -0.62858 -1.86345 1.04395  0.070
H -1.68357 -0.00465 2.12349  0.100
H -0.15611 0.27833 2.79963  0.049
H -0.70524 1.49581 1.73680  0.050
H 1.96091 -0.11174 -1.32416  0.102
H 1.24119 1.07984 -2.39641  0.100
H 0.26497 -0.40682 -2.16944  0.059
H 0.82884 1.64731 -0.05864  0.144
H -1.60628 2.05764 0.12112  0.118
H -2.00810 0.40531 -0.57833  0.130
H -0.63221 2.53343 -2.26547  0.105
H -1.86472 1.41697 -2.71008  0.073

Computed properties:
E_LUMO in eV: 0.996
HOMO in eV: -7.986

---

Arrangement three

Here is a structure of composition C6H16N2 from OMol25. Energies are from wB97M-V/def2-TZVPD.

Last column: Löwdin charge in e.
CARTESIAN COORDINATES (ANGSTROEM)
C 1.01574 -0.46390 0.18140  -0.629
C 0.62370 0.74008 -0.59220  -0.204
C -1.53782 0.75787 1.47475  -0.183
C 2.36871 0.36836 -0.93312  -0.010
C -0.27963 0.69625 -1.78491  -0.074
C -2.35912 -0.45702 1.06342  -0.161
N 0.70194 -1.70931 -0.41489  0.102
N 1.24617 -0.26458 1.46911  0.054
H 0.67171 1.68081 -0.04962  0.132
H 1.13247 -2.49944 0.04853  0.090
H -0.27883 -1.86421 -0.59798  0.073
H -0.44446 0.48532 1.60382  0.028
H 1.57241 -1.10564 1.94095  0.040
H -1.81334 1.08229 2.47953  0.065
H -1.70583 1.59439 0.79910  0.056
H 2.43240 0.57795 -2.00295  0.068
H 2.96438 -0.54395 -0.88221  0.083
H 2.89200 1.11501 -0.33713  0.077
H -0.44000 -0.30099 -2.18991  0.074
H -1.24676 1.15716 -1.55834  0.078
H 0.17713 1.27307 -2.59883  0.079
H -3.42817 -0.25827 1.14301  0.060
H -2.13719 -0.74985 0.03821  0.036
H -2.12760 -1.31140 1.70025  0.066

Computed properties:
E_LUMO in eV: 0.951
HOMO in eV: -8.364

---

Which one sits at the top of the stability order? arrangement one does.